[1]
Computed, not measured: 9 unconnected molecules or ions with the total composition C22H62O14 at a distorted geometry, with ωB97M-V with the def2-TZVPD basis set.

Summary:
- SMILES: CC(C)O.CC(C)O.CC(C)O.CC(C)O.OCCO.OCCO.OCCO.OCCO.OCCO
- ΔE to the lowest compared entry with this formula, charge and spin: 256.3 kcal/mol
- HOMO: -9.2 eV

Element x y z (Å)
C -5.1322 0.7530 1.2641
C -3.9192 0.3760 2.0721
C -4.2582 0.2480 3.5041
O -3.5142 -0.9330 1.5901
H -5.9762 0.0590 1.5551
H -5.0422 0.4480 0.1681
H -5.4252 1.5880 1.3231
H -3.1632 0.9230 1.9461
H -3.4012 -0.2760 3.9931
H -5.0642 -0.4720 3.9051
H -4.2712 1.1040 3.9741
H -3.3012 -0.8960 0.7491
C 0.2508 -1.8950 -5.0909
C 1.0168 -2.7190 -3.9469
C 2.4368 -2.4960 -3.9009
O 0.4398 -2.3280 -2.7069
H 0.4918 -2.4070 -5.9849
H 0.6478 -0.9780 -5.2909
H -0.7522 -2.1060 -4.9219
H 0.8638 -3.7720 -4.1719
H 2.7288 -1.5440 -3.5239
H 2.9518 -2.7650 -5.0409
H 3.1548 -3.0830 -3.1499
H 0.0778 -3.1420 -2.1729
C 6.0388 -0.8290 1.5231
C 4.5348 -1.1600 1.2061
C 4.2278 -0.6320 -0.1569
O 4.3418 -2.5800 1.2561
H 6.2118 0.1810 1.3081
H 6.6058 -1.4170 0.8651
H 6.3068 -1.0510 2.6491
H 3.9558 -0.7840 2.0831
H 4.3588 0.4340 0.0731
H 3.1558 -0.9970 -0.4949
H 5.0288 -1.0160 -0.7569
H 3.4048 -2.7330 1.5271
C -3.4712 0.2220 -3.6169
C -2.8052 0.1790 -2.3139
C -2.9792 1.5110 -1.5379
O -3.4802 -0.7800 -1.4659
H -3.0332 0.8620 -4.4839
H -4.7052 0.2670 -3.6069
H -3.2732 -0.7830 -4.1509
H -1.7822 -0.0210 -2.4339
H -2.5622 2.1800 -2.1629
H -2.3462 1.4400 -0.6159
H -4.0742 1.6120 -1.2129
H -3.9522 -1.3890 -1.8879
O 0.5458 -4.8350 -1.1869
C 1.3568 -4.7210 -0.0299
C 1.0198 -3.3540 0.5591
O 1.7648 -3.1810 1.7381
H -0.2412 -5.3450 -1.1879
H 1.3048 -5.4900 0.7281
H 2.3738 -4.8810 -0.3379
H 0.0518 -3.3600 0.7671
H 1.4058 -2.4470 -0.0419
H 1.1218 -3.2670 2.4651
O 0.8708 -0.0490 4.9591
C 0.2998 -0.9190 4.0091
C -0.1062 -2.2430 4.6211
O -0.5022 -3.1520 3.6751
H 0.2808 0.5320 5.2431
H -0.3882 -0.6020 3.2551
H 1.0878 -1.2900 3.3291
H -0.7322 -2.1670 5.4421
H 0.7658 -2.6590 4.8931
H -1.4682 -3.3010 3.4641
O 1.4908 2.5630 -3.0849
C 1.3118 2.6340 -4.4879
C 0.7868 4.0770 -4.7879
O 0.7108 4.0770 -6.1979
H 1.0508 1.5980 -2.9239
H 2.2978 2.5220 -4.8919
H 0.6208 1.7040 -4.8179
H 1.3118 4.9680 -4.6709
H -0.2342 4.3730 -4.2699
H 0.5128 5.0140 -6.3919
O -0.3072 2.9350 4.0001
C -0.9242 4.2510 3.8071
C 0.0748 5.4350 3.6731
O -0.5932 6.6600 3.6371
H -0.3102 2.8610 4.9191
H -1.5432 4.0060 3.0001
H -1.4422 4.6110 4.7221
H 0.6268 5.4460 2.7211
H 0.6188 5.4940 4.4141
H -1.3572 6.7650 4.1851
O 0.6408 0.2000 -1.2759
C 0.3788 0.0610 0.0861
C 0.3418 1.5190 0.5841
O -0.4312 1.4550 1.7481
H 0.4648 -0.7030 -1.6899
H -0.6052 -0.2820 0.1841
H 1.2458 -0.1710 0.6061
H -0.1312 2.1590 -0.1689
H 1.2638 1.9620 0.8341
H -0.2312 2.1380 2.4451

Atom charges from the Mulliken analysis, given in e for atoms 1 to 6:
1 C -1.62
2 C 1.65
3 C -1.68
4 O -0.61
5 H 0.31
6 H 0.14

[2]
Computed, not measured: 8 unconnected molecules or ions with the total composition C22H62O32P6S2 at a distorted geometry, with ωB97M-V with the def2-TZVPD basis set.

Summary:
- SMILES: COP(=O)(OC)OC.COP(=O)(OC)OC.COP(=O)(OC)OC.COP(=O)(OC)OC.COP(=O)(OC)OC.COP(=O)(OC)OC.O=S1(=O)OCCO1.O=S1(=O)OCCO1
- ΔE to the lowest compared entry with this formula, charge and spin: 101.5 kcal/mol
- HOMO: -10.5 eV

Element x y z (Å)
C 13.9927 20.8365 8.2650
O 14.8397 21.8431 7.9052
P 16.0521 22.2064 9.0246
O 16.5962 21.0115 9.7619
O 17.1923 22.9319 8.1075
C 17.9260 22.0902 7.2420
O 15.5064 23.5029 9.9718
C 16.4477 23.9788 10.9060
H 14.6614 19.9834 8.3793
H 13.2195 20.6078 7.5315
H 13.4251 20.9998 9.1811
H 17.2853 21.4910 6.5950
H 18.5897 21.4864 7.8607
H 18.5793 22.6353 6.5606
H 16.0716 23.7384 11.9005
H 16.6523 25.0366 10.7411
H 17.3324 23.3435 10.8631
C 14.6449 16.1452 17.6637
O 13.2790 16.4779 17.3508
P 12.1135 16.4707 18.5170
O 12.2482 15.3080 19.4276
O 10.7719 16.3804 17.6356
C 9.4944 16.3506 18.2598
O 12.1467 17.9953 19.1255
C 11.3209 18.2868 20.2961
H 14.8036 15.1589 17.2277
H 14.8698 16.1934 18.7292
H 15.4244 16.6415 17.0856
H 8.8987 15.5042 17.9180
H 8.9594 17.2568 17.9758
H 9.4674 16.3695 19.3493
H 11.0248 17.3813 20.8256
H 10.4727 18.9462 20.1122
H 11.9892 18.7718 21.0076
C 13.2722 25.6917 5.5749
O 11.9492 25.2778 5.6672
P 10.9534 25.9111 6.8152
O 11.2102 27.3106 7.2426
O 11.1702 24.9345 8.0812
C 11.1579 25.5506 9.3722
O 9.4540 25.6322 6.3102
C 9.0528 26.1279 5.0009
H 13.5199 26.5364 6.2177
H 13.5761 25.9250 4.5545
H 13.8256 24.8744 6.0374
H 11.1816 24.8259 10.1861
H 10.3550 26.2872 9.4010
H 12.0931 26.0992 9.4842
H 8.6162 25.3936 4.3240
H 9.9109 26.5542 4.4812
H 8.3210 26.9350 5.0327
C 9.8872 17.2063 11.4018
O 10.5930 16.8187 10.1871
P 10.4236 15.2488 9.6543
O 9.0043 14.9393 9.2775
O 11.4290 15.1760 8.3963
C 11.7764 14.0020 7.8479
O 11.1399 14.2992 10.7541
C 10.3580 13.2895 11.3907
H 10.0917 16.3983 12.1043
H 8.8063 17.2194 11.2620
H 10.2999 18.0621 11.9359
H 11.2780 13.1712 8.3474
H 12.8647 13.9631 7.7998
H 11.3569 13.9846 6.8420
H 9.3087 13.5716 11.4779
H 10.6260 12.9132 12.3780
H 10.2863 12.5004 10.6423
C 16.1138 28.6148 18.7953
O 16.3584 27.3809 18.1578
P 16.6826 27.3482 16.5506
O 17.4026 26.2168 15.9768
O 15.1707 27.6098 15.8888
C 14.1629 26.6466 16.0196
O 17.4220 28.6988 16.3450
C 18.1454 28.9492 15.1665
H 15.9420 29.4776 18.1518
H 17.0207 28.8690 19.3441
H 15.3474 28.6036 19.5703
H 14.3249 25.8996 16.7967
H 14.0455 25.9650 15.1772
H 13.2418 27.1977 16.2095
H 17.8936 28.3509 14.2908
H 19.2304 29.0259 15.2370
H 17.7816 29.9048 14.7888
C 20.7612 19.4736 12.3526
O 21.8008 18.8283 13.0541
P 22.2094 19.2720 14.5822
O 21.0532 19.3683 15.5588
O 23.3448 18.2203 15.0491
C 24.2039 17.7136 14.0982
O 23.1429 20.6339 14.4500
C 23.1790 21.5238 15.5644
H 19.9227 18.7776 12.3282
H 21.1788 19.6861 11.3685
H 20.3525 20.3290 12.8905
H 24.2183 18.2483 13.1485
H 23.8675 16.7161 13.8155
H 25.2461 17.7053 14.4175
H 22.3872 21.4609 16.3108
H 23.0390 22.5320 15.1745
H 24.1044 21.3373 16.1092
O 12.7302 20.7034 15.9643
S 13.6618 21.1793 14.9215
O 13.1364 21.8675 13.7300
O 15.0479 21.9385 15.5405
C 16.0650 21.0116 15.6777
C 15.9458 20.1439 14.4070
O 14.5923 19.9228 14.3026
H 17.0270 21.4933 15.8525
H 15.8342 20.3598 16.5203
H 16.5834 19.2658 14.5097
H 16.0995 20.8108 13.5587
O 17.2883 13.0171 11.7268
S 17.5167 14.4302 11.7914
O 18.8698 14.9514 11.8706
O 16.6705 15.2477 10.5840
C 15.3093 15.2155 10.8956
C 15.1609 15.0844 12.3926
O 16.5160 15.1413 12.9254
H 14.8434 16.0532 10.3765
H 15.0040 14.2725 10.4421
H 14.8306 14.0851 12.6757
H 14.7035 15.9509 12.8702

Atom charges from the Mulliken analysis, given in e for atoms 1 to 6:
1 C -0.75
2 O -0.26
3 P 0.95
4 O -0.62
5 O -0.29
6 C -0.66

[3]
Computed, not measured: a molecular structure, C22H63BN5O11V2 at a distorted geometry, with ωB97M-V with the def2-TZVPD basis set.

Summary:
- Total charge: -1
- HOMO: -5.1 eV

Element x y z (Å)
O -2.7808 0.3921 -1.9085
V -2.0638 -0.9132 -1.4441
O -2.9188 -2.1171 -1.9471
O 2.6154 0.6455 -1.4353
V 1.3403 0.3624 -2.3560
O 1.1964 1.6617 -3.2264
O 2.6123 -0.9556 -3.8502
C 1.6772 -1.9542 -4.1363
C 0.1685 -1.5630 -4.1784
O -0.4473 -0.9697 -3.0705
H 1.8088 -2.7587 -3.3853
H 1.9403 -2.4471 -5.0857
H -0.3066 -2.5111 -4.4787
H 0.0300 -0.8385 -4.9924
B -0.0928 0.6875 -0.4002
H 0.4300 1.1513 0.5051
H -0.0750 1.2763 -1.3390
H 0.4901 -0.2355 -0.6172
H -1.1562 0.4342 -0.1608
C -1.4831 2.2514 3.4416
C -0.8694 3.6616 3.3706
C -0.0126 3.9788 2.1312
O 0.5798 5.2563 2.3695
C 1.5471 5.4902 1.3904
N -1.9716 4.6123 3.5977
H -2.4174 2.2724 2.8824
H -1.6148 1.9773 4.4852
H -0.7930 1.5840 2.9274
H -0.1174 3.8832 4.1395
H -0.6572 3.9904 1.2419
H 0.7864 3.2527 1.9557
H 2.3785 4.7740 1.4230
H 2.0931 6.4240 1.5610
H 1.1571 5.5566 0.3703
H -2.5732 4.3904 2.8001
H -1.5950 5.5218 3.3259
C 1.9231 -2.9825 0.1122
C 1.6214 -4.0486 -0.9378
C 1.7896 -5.4607 -0.3019
O 3.0184 -5.6726 0.3647
C 4.0823 -5.8936 -0.5539
N 0.2495 -3.9199 -1.4080
H 1.7542 -1.9879 -0.3145
H 3.0036 -2.9830 0.2778
H 1.4409 -3.2269 1.0574
H 2.3432 -3.9522 -1.7543
H 1.6386 -6.2120 -1.0864
H 0.9943 -5.5830 0.4356
H 4.1148 -5.1779 -1.3791
H 3.9512 -6.8528 -1.0674
H 5.0141 -5.8854 0.0035
H -0.0582 -4.7209 -1.9523
H 0.2744 -3.1608 -2.0918
C -1.0492 4.4241 -1.8861
C -2.3768 3.9254 -2.4776
C -2.1369 3.1426 -3.7512
O -1.5698 3.9295 -4.7930
C -1.3860 3.1656 -5.9793
N -3.0692 3.1576 -1.4434
H -1.1641 5.2503 -1.1796
H -0.2754 4.7335 -2.5903
H -0.5416 3.6482 -1.3016
H -2.9413 4.8505 -2.6356
H -2.9903 2.5340 -4.0694
H -1.3401 2.4216 -3.5176
H -0.6229 3.6493 -6.5840
H -2.3257 3.0558 -6.5256
H -1.0184 2.1739 -5.7011
H -2.4279 2.3977 -1.2291
H -3.9366 2.7865 -1.8079
C 1.3767 -1.5292 4.2852
C 1.3454 -0.3856 3.2690
C 2.6854 -0.1691 2.5391
O 3.8729 -0.0731 3.3340
C 5.0063 0.1347 2.5290
N 0.3509 -0.6683 2.2474
H 2.0058 -1.3148 5.1537
H 1.6858 -2.4772 3.8458
H 0.3966 -1.6161 4.7646
H 1.1502 0.5034 3.8786
H 2.6228 0.8067 2.0411
H 2.8922 -0.8958 1.7476
H 5.1653 -0.7216 1.8623
H 5.8827 0.0752 3.1768
H 5.0683 1.0494 1.9367
H 0.6542 -0.2038 1.3964
H -0.4367 -0.0863 2.5097
C -1.8913 -3.7713 1.9362
C -2.3883 -2.7516 0.9082
C -3.2494 -1.6965 1.5801
O -3.6109 -0.7754 0.5436
C -4.3151 0.3375 1.0861
N -1.2154 -2.1825 0.2245
H -2.7342 -4.1739 2.5018
H -1.1593 -3.3551 2.6339
H -1.3019 -4.5568 1.4586
H -3.0662 -3.1923 0.1773
H -2.7336 -1.2094 2.4155
H -4.1644 -2.1450 1.9777
H -5.3084 0.1365 1.4905
H -4.5029 0.9887 0.2301
H -3.6527 0.8758 1.7627
H -0.7131 -2.9709 -0.1983
H -0.6062 -1.7365 0.9168

Atom charges from the Mulliken analysis, given in e for atoms 1 to 6:
1 O -0.78
2 V 0.69
3 O -0.39
4 O -0.55
5 V 0.25
6 O -0.60

[4]
Computed, not measured: 7 unconnected molecules or ions with the total composition C22H63N5O7 at a distorted geometry, with ωB97M-V with the def2-TZVPD basis set.

Summary:
- SMILES: COC[C@H](C)N.COC[C@H](C)N.COC[C@H](C)N.COC[C@H](C)N.COC[C@H](C)N.CO.CO
- ΔE to the lowest compared entry with this formula, charge and spin: 8.9 kcal/mol
- HOMO: -8.6 eV

Element x y z (Å)
C 5.3241 3.9535 5.3701
O 4.4634 3.0925 4.6760
C 3.4847 3.7522 3.8919
C 2.9908 2.8432 2.7580
C 4.0360 2.3347 1.7805
N 2.0179 3.6209 1.9817
H 6.1612 3.3664 5.7509
H 4.8287 4.4601 6.2022
H 5.8132 4.6678 4.6975
H 2.6895 4.0723 4.5751
H 3.9634 4.6307 3.4401
H 2.4638 2.0474 3.3042
H 4.6110 3.0966 1.2544
H 3.5656 1.6964 1.0309
H 4.7885 1.7121 2.2746
H 1.3432 4.0262 2.6269
H 1.4718 3.0124 1.3699
C -1.3620 -1.6936 -4.2570
O -0.3683 -0.7208 -4.1154
C 0.6219 -1.0918 -3.1775
C 1.7315 -0.0366 -3.1829
C 2.9181 -0.2601 -2.2552
N 1.0972 1.2633 -2.9145
H -2.0993 -1.3299 -4.9722
H -1.8515 -1.9157 -3.3024
H -1.0486 -2.6622 -4.6663
H 0.1850 -1.1656 -2.1733
H 1.0626 -2.0665 -3.4087
H 2.1041 0.0120 -4.2178
H 3.7469 0.4000 -2.5051
H 3.3030 -1.2766 -2.3695
H 2.5836 -0.1546 -1.2226
H 0.3814 1.2941 -3.6444
H 1.7588 1.9586 -3.2621
C -2.6955 0.8402 -2.2210
O -3.7797 1.6633 -1.8191
C -3.3372 2.7906 -1.0745
C -4.6175 3.5254 -0.6613
C -5.4087 4.1610 -1.7765
N -4.2877 4.5742 0.3302
H -3.1342 -0.0125 -2.7407
H -2.0772 0.4773 -1.3975
H -2.1595 1.3727 -3.0117
H -2.7309 2.4731 -0.2247
H -2.7220 3.4458 -1.7012
H -5.2681 2.7550 -0.2292
H -5.6179 3.5023 -2.6250
H -4.9647 5.0563 -2.2179
H -6.4224 4.4615 -1.4950
H -5.1219 5.0163 0.7035
H -3.8571 4.1592 1.1692
C 0.3667 -1.8092 3.3780
O -0.6429 -1.7811 2.3871
C -1.5457 -2.8667 2.5041
C -2.5713 -2.7176 1.3707
C -3.3858 -1.4335 1.5554
N -3.5017 -3.8371 1.2557
H 0.9640 -2.7270 3.3179
H -0.0898 -1.6777 4.3607
H 1.1096 -1.0419 3.1576
H -1.0699 -3.8505 2.4722
H -2.1403 -2.7692 3.4215
H -2.0320 -2.5706 0.4302
H -3.9246 -1.5012 2.5125
H -4.2627 -1.4040 0.9070
H -2.7536 -0.5512 1.5611
H -3.0425 -4.7441 1.3015
H -4.0272 -3.8393 2.1314
C 1.6225 -3.2742 0.0683
O 2.4396 -3.6135 -1.0288
C 1.8842 -4.7047 -1.7416
C 2.9405 -5.1073 -2.7830
C 2.9225 -4.2410 -4.0352
N 2.7009 -6.4818 -3.1943
H 1.7144 -4.0157 0.8686
H 0.5892 -3.0572 -0.2172
H 1.9512 -2.3496 0.5508
H 1.6962 -5.5445 -1.0610
H 0.9247 -4.4767 -2.2214
H 3.8972 -4.8802 -2.2940
H 3.1862 -3.1936 -3.8655
H 1.9243 -4.2360 -4.4787
H 3.6729 -4.5634 -4.7600
H 3.4302 -6.7501 -3.8508
H 2.8931 -7.0851 -2.3961
C -3.4344 2.1216 2.5650
O -3.5068 3.4956 2.8834
H -3.1817 1.4847 3.4140
H -4.3585 1.8145 2.0644
H -2.6818 1.9525 1.7954
H -4.3579 3.7201 3.2664
C 0.4014 0.9878 0.6838
O 1.0109 1.9617 -0.1688
H 0.4974 -0.0120 0.2552
H 0.8500 1.0112 1.6754
H -0.6535 1.2668 0.7474
H 0.9956 1.6912 -1.1119

Atom charges from the Mulliken analysis, given in e for atoms 1 to 6:
1 C -0.77
2 O -0.31
3 C -0.95
4 C 1.08
5 C -1.07
6 N -0.73